Molecular formula: C22H66O11S11
Method: DFT, wB97M-V/def2-TZVPD

```
! RIJCOSX wB97M-V def2-TZVPD def2/J DEFGRID3
* xyz 0 1
C -4.42346 -18.14236 14.68492
S -4.55360 -17.95258 12.84340
O -5.86794 -18.65334 12.64177
C -4.97183 -16.14601 12.73756
H -3.45270 -17.77346 15.01604
H -4.44994 -19.18011 15.01731
H -5.28656 -17.77352 15.23910
H -5.77755 -15.88400 13.42333
H -5.29144 -15.80945 11.75131
H -4.04392 -15.63495 12.99426
C -10.28260 -15.89651 15.02130
S -8.98216 -16.29908 13.80346
O -9.61348 -16.48587 12.46714
C -8.24884 -14.62503 13.42286
H -11.07879 -16.61313 14.81971
H -10.60514 -14.88822 14.76163
H -9.96931 -15.77473 16.05817
H -7.71076 -14.77623 12.48707
H -7.50687 -14.32698 14.16363
H -9.09440 -13.97218 13.20623
C -3.00506 -18.66898 9.54539
S -4.04740 -19.35766 8.17626
O -3.16708 -20.55222 7.84169
C -5.38495 -19.96792 9.26987
H -2.80300 -19.41151 10.31735
H -3.54602 -17.79216 9.90126
H -2.08217 -18.24365 9.15108
H -5.94241 -19.10056 9.62349
H -5.02159 -20.60938 10.07273
H -6.09985 -20.54264 8.68105
C -17.07707 -21.21590 6.95120
S -15.44892 -20.71841 6.19553
O -14.82172 -22.06460 5.97598
C -14.43718 -20.03452 7.53034
H -17.74284 -21.42388 6.11358
H -17.37509 -20.28224 7.42823
H -17.03675 -21.97574 7.73166
H -14.39327 -20.57357 8.47670
H -14.90248 -19.08371 7.79024
H -13.45404 -19.64881 7.26057
C -10.46062 -11.26689 13.10669
S -11.58665 -12.08827 11.97656
O -12.30485 -10.95162 11.34015
C -10.34328 -12.78983 10.77403
H -11.06328 -10.80203 13.88695
H -10.00342 -10.48791 12.49657
H -9.74525 -12.01487 13.44855
H -9.31005 -12.94132 11.08640
H -10.24898 -12.09991 9.93546
H -10.60812 -13.78240 10.40965
C -10.41673 -17.06115 2.97366
S -10.77571 -18.59519 3.95437
O -9.68767 -19.61996 3.52695
C -10.16948 -18.06627 5.66507
H -10.91998 -17.22462 2.02070
H -9.36571 -16.99327 2.69284
H -10.73422 -16.08065 3.32854
H -9.09713 -18.14453 5.84405
H -10.79045 -18.64797 6.34635
H -10.41955 -17.01346 5.79611
C -7.09500 -13.75693 8.47988
S -6.63865 -12.12112 7.60835
O -7.92014 -11.39737 7.77412
C -5.53033 -11.56750 9.03203
H -7.66808 -13.56889 9.38780
H -6.15165 -14.30051 8.53193
H -7.90453 -14.36464 8.07562
H -4.56299 -11.87382 8.63389
H -5.68434 -12.19026 9.91324
H -5.57164 -10.50753 9.28281
C -14.51034 -16.29518 9.11303
S -14.00620 -17.31246 10.50061
O -13.09542 -18.42530 10.04825
C -12.93914 -16.09401 11.53664
H -14.91628 -16.92440 8.32094
H -13.61625 -15.76707 8.78166
H -15.33573 -15.65263 9.41956
H -13.51422 -15.65060 12.34952
H -12.29298 -15.37535 11.03255
H -12.27264 -16.77085 12.07120
C -11.37377 -12.98728 5.40784
S -10.93084 -14.23418 6.74715
O -11.25101 -13.34933 7.98883
C -12.38069 -15.28019 6.50954
H -10.94775 -13.17596 4.42243
H -10.91491 -12.04937 5.72069
H -12.40681 -12.69833 5.21433
H -13.31223 -14.90324 6.93173
H -12.19747 -16.30855 6.82097
H -12.40809 -15.34906 5.42206
C -10.45566 -22.73489 4.12808
S -11.11646 -23.15108 5.80253
O -12.57447 -23.68387 5.67332
C -11.36315 -21.37355 6.26188
H -9.60889 -22.04863 4.13919
H -11.29967 -22.35971 3.54930
H -10.15731 -23.70837 3.73895
H -12.12199 -20.95545 5.60047
H -10.45746 -20.77023 6.20002
H -11.71723 -21.14232 7.26650
C -8.15522 -16.86422 10.18458
S -8.72290 -17.41735 8.43136
O -7.97448 -18.71415 8.04808
C -10.44476 -17.83100 9.05851
H -8.72895 -15.98812 10.48684
H -7.11371 -16.64391 9.95044
H -8.15396 -17.65032 10.93966
H -10.92274 -18.54863 8.39170
H -11.14266 -17.00348 9.18599
H -10.39171 -18.32142 10.03049
*
```

Calculated values
- energy above the lowest of the compared OMol25 structures with the same formula, charge and spin (kcal per mole) = 145.04
- E (Ha) = -6084.9558

Molecular formula: C30H79N11O19
Method: DFT, wB97M-V/def2-TZVPD

```
! RIJCOSX wB97M-V def2-TZVPD def2/J DEFGRID3
* xyz -1 2
C 10.89084 38.05440 -17.83919
C 11.17289 37.98923 -19.36434
O 10.31585 38.89773 -20.04507
O 9.70951 37.25703 -17.48104
H 10.64838 39.07509 -17.54335
H 11.73722 37.81454 -17.19560
H 11.09232 36.97658 -19.75950
H 12.19632 38.24823 -19.63564
H 9.43929 38.51745 -20.13786
H 9.41252 37.63840 -16.65160
C 9.88445 37.97291 -11.10108
C 10.73513 39.16912 -11.55737
O 12.00391 38.85405 -12.08949
O 10.52441 37.42673 -9.94276
H 9.87378 37.12994 -11.79202
H 8.84730 38.25182 -10.91503
H 10.87505 39.79215 -10.67399
H 10.21314 39.81507 -12.26332
H 12.49887 39.61494 -12.40201
H 10.74168 38.15075 -9.35098
C 18.34829 41.82314 -17.03068
C 17.13287 42.50362 -16.44277
O 16.56239 41.64934 -15.47500
O 18.11418 40.54839 -17.65492
H 19.11383 41.66595 -16.27085
H 18.73879 42.50533 -17.78581
H 16.34282 42.54807 -17.19239
H 17.24677 43.53136 -16.09798
H 16.47554 40.75223 -15.80555
H 17.95890 40.64790 -18.59704
C 17.97055 37.51110 -15.70860
C 16.45595 37.53753 -16.02024
O 15.84734 38.78029 -15.58537
O 18.73401 38.02324 -16.80157
H 18.29098 36.46949 -15.68683
H 18.15514 37.89930 -14.70694
H 16.03453 36.77930 -15.36025
H 16.24032 37.19809 -17.03334
H 14.89301 38.69820 -15.52125
H 18.42986 38.93277 -16.84475
O 11.56107 44.70692 -20.82890
C 12.26682 43.72402 -21.08132
N 13.16578 43.72708 -22.00233
C 12.10140 42.60431 -20.20137
H 13.30619 44.54500 -22.57799
H 13.96270 43.11078 -21.93038
H 13.01751 42.01429 -20.17509
H 11.28536 41.94567 -20.49867
H 11.91450 42.86556 -19.15978
O 16.37148 39.64900 -10.94788
C 15.89352 39.09685 -11.89928
N 14.94744 39.77171 -12.53363
C 16.22999 37.73714 -12.33105
H 14.75616 40.73569 -12.30072
H 14.36228 39.37410 -13.25446
H 15.53604 36.94501 -12.04989
H 17.16556 37.53737 -11.80864
H 16.68400 37.78654 -13.32077
O 15.92963 45.39505 -14.37807
C 15.14602 44.71560 -13.59882
N 15.09870 43.42313 -13.70333
C 14.06997 45.35650 -12.71877
H 15.76008 42.92822 -14.28449
H 14.40099 42.95805 -13.14030
H 14.25862 46.38145 -12.39941
H 13.77342 44.87904 -11.78487
H 13.26178 45.38737 -13.44949
O 11.75379 45.38193 -16.09955
C 12.33716 45.97518 -16.97292
N 11.88536 47.12331 -17.39113
C 13.65069 45.49820 -17.53735
H 12.47788 47.73642 -17.93252
H 11.01713 47.47179 -17.01053
H 13.79184 44.44118 -17.76295
H 14.44054 45.80585 -16.85208
H 13.70643 45.88521 -18.55481
O 8.84255 38.81658 -15.56403
C 7.87773 38.54368 -14.80644
N 7.55525 39.35597 -13.87420
C 7.13345 37.23673 -14.92469
H 8.09656 40.20110 -13.76088
H 6.85483 39.09331 -13.19559
H 7.64627 36.47909 -15.51722
H 6.14078 37.29499 -15.37112
H 6.93010 36.80224 -13.94594
O 14.38487 39.69931 -21.23770
C 14.68298 39.19570 -20.19189
N 14.71442 37.85822 -20.14031
C 15.07139 39.97810 -18.96484
H 14.55699 37.26577 -20.94301
H 14.82229 37.39151 -19.25112
H 15.55431 39.21350 -18.35633
H 14.18856 40.48880 -18.58028
H 15.78649 40.78040 -19.14667
O 13.64489 35.43948 -14.20830
C 12.58915 35.57158 -13.59612
N 12.57274 35.41544 -12.26071
C 11.30581 36.07933 -14.29888
H 13.42212 35.20703 -11.75551
H 11.71816 35.54656 -11.73857
H 10.91163 36.98094 -13.83002
H 10.49588 35.35071 -14.33404
H 11.49290 36.40357 -15.32257
O 9.54348 42.03609 -16.29299
C 9.05211 41.87491 -17.41457
N 8.73816 40.66176 -17.90147
C 8.99478 42.96741 -18.42268
H 8.79932 40.03107 -17.11497
H 8.16258 40.41609 -18.69423
H 9.71047 43.76764 -18.23418
H 7.96477 43.28703 -18.26441
H 8.96470 42.73505 -19.48721
O 13.27601 39.50228 -15.11082
C 12.49115 40.39043 -15.36057
N 11.26422 40.39827 -14.96694
C 13.08592 41.68845 -15.91649
H 10.86012 39.59492 -14.50713
H 10.64051 41.10953 -15.32079
H 12.51005 42.60730 -15.80618
H 13.21939 41.60540 -16.99510
H 14.09285 41.78358 -15.51010
O 6.86857 43.80514 -15.32264
C 7.18253 43.47081 -14.17782
N 8.27307 42.74888 -13.89916
C 6.31841 43.81703 -12.99982
H 8.85807 42.47227 -14.67465
H 8.43892 42.40688 -12.96341
H 6.36628 44.90394 -12.93329
H 6.73081 43.39520 -12.08325
H 5.30296 43.42098 -13.01024
O 12.80924 42.18132 -12.04147
C 11.90825 42.92348 -11.85405
N 11.41751 43.74920 -12.75939
C 11.55975 43.12127 -10.37832
H 11.68663 43.59011 -13.71979
H 10.60789 44.31206 -12.54077
H 10.58748 43.56686 -10.16800
H 12.40111 43.67278 -9.95876
H 11.51412 42.14279 -9.90020
*
```

Calculated values
- <S²> = 0.751
- E (Ha) = -3222.4903

Molecular formula: C5H8O2
Method: DFT, wB97M-V/def2-TZVPD

```
! RIJCOSX wB97M-V def2-TZVPD def2/J DEFGRID3
* xyz 0 1
C 1.19910 1.35391 0.35480
C 0.31889 0.30099 -0.27716
O 0.56576 0.35489 -1.67323
C 0.28311 -1.15101 0.30025
C -1.26882 -1.15814 0.23725
C -1.19442 0.35992 0.04323
O -1.97029 1.26739 0.16912
H 2.24083 1.18574 0.06408
H 0.89025 2.33753 -0.01310
H 1.12506 1.34316 1.44601
H -0.19719 0.01660 -2.15937
H 0.82318 -1.90129 -0.28543
H 0.62808 -1.19574 1.33889
H -1.67523 -1.65181 -0.65446
H -1.82764 -1.51401 1.10706
*
```

Calculated values
- energy above the lowest of the compared OMol25 structures with the same formula, charge and spin (kcal per mole) = 26.14
- SMILES = C[C@@]1(O)CCC1=O
- E (Ha) = -345.7633

Molecular formula: C4HBrF6O
Method: DFT, wB97M-V/def2-TZVPD

```
! RIJCOSX wB97M-V def2-TZVPD def2/J DEFGRID3
* xyz 0 1
C -0.49656 1.21746 -0.93685
C -1.04095 0.20647 -0.06830
C -1.00164 -1.31472 -0.33505
C 1.74455 0.38142 1.03682
O 0.45426 0.88024 -1.71475
F -1.90559 0.41316 0.97528
F 0.04532 -1.83408 -0.88486
F -1.15535 -1.93144 0.86089
F -2.09171 -1.52287 -1.07785
F 1.72232 1.33771 1.91138
F 1.99081 -0.85753 1.54861
Br 2.58387 0.75604 -0.52965
H -0.84933 2.26814 -0.78569
*
```

Calculated values
- energy above the lowest of the compared OMol25 structures with the same formula, charge and spin (kcal per mole) = 61.86
- E (Ha) = -3401.3188